No. 1
Computed, not measured: a 2-piece molecular cluster, CH3O4 overall in a non-equilibrium geometry, with ωB97M-V/def2-TZVPD.

Structure (XYZ):
```
8
Properties=species:S:1:pos:R:3:forces:R:3:mulliken_charge:R:1
C 1.69780 -0.07328 -0.01165 2.9 -2.8 1.2 0.08
O -2.71018 -0.54140 0.58586 -0.9 -3.5 4.4 0.03
O 0.77815 0.35213 0.66116 -0.1 0.4 0.9 -0.18
O -1.38036 0.54747 -0.63325 3.0 1.0 -1.0 -0.48
O -2.56642 0.21008 -0.33705 -2.1 2.5 -3.4 0.47
H 1.65854 -0.44575 -1.01665 -0.7 0.5 -1.0 0.30
H 2.66159 -0.43767 0.52407 -1.4 1.5 -0.6 0.28
H -0.13911 0.38840 0.22751 -0.8 0.3 -0.6 0.51
```
Forces are in eV/Å.

As for the spin multiplicity: 3. As for the expectation value of S²: 2.01. Its total charge is +1. As for the orbital gap (spin up / spin down): 9.41 / 8.49 eV. The value obtained for the largest force on an atom is 5.68 eV Å⁻¹. The total energy is -9257.449 eV.


No. 2
Computed, not measured: C36H56N10O3SSeTi as an isolated structure in a non-equilibrium geometry, with ωB97M-V/def2-TZVPD.

Structure (XYZ):
```
108
Properties=species:S:1:pos:R:3:forces:R:3:mulliken_charge:R:1
Ti -0.36591 -0.15155 1.03459 0.4 -1.8 -0.3 0.11
N -1.31813 -0.57246 -1.05232 0.0 0.7 -0.3 -0.36
C -1.00776 -1.96799 -1.48661 -1.1 0.5 0.4 0.69
C -2.10272 -2.55151 -2.45549 0.0 -0.8 0.7 -1.16
C -1.51702 -2.93030 -3.80286 0.6 0.6 -0.8 -0.68
C -0.88158 -4.30380 -4.05788 0.7 -0.5 -0.7 -0.83
N -0.56571 -5.03743 -2.86131 0.0 -0.4 0.8 0.52
C 0.33740 -6.07058 -2.78350 -0.9 1.2 -0.7 -2.85
N 0.42603 -6.79384 -3.91899 1.8 -0.9 0.6 -0.46
N 0.72026 -6.47459 -1.56420 0.9 -1.4 0.7 0.35
C -0.76929 -2.82351 -0.16680 0.9 0.2 -0.5 0.03
O -0.70473 -4.05572 -0.26442 -0.3 0.4 -0.3 -0.99
O -0.50744 -2.16686 0.89189 -0.6 -0.3 -0.2 -0.22
H -2.31688 -0.35965 -1.04252 0.1 -0.5 0.2 0.36
H -0.93055 0.18456 -1.64262 0.2 -0.8 0.3 0.12
H -0.07036 -1.91825 -2.06000 -0.1 -0.2 0.6 0.04
H -2.88404 -1.80447 -2.64110 0.2 0.0 0.3 0.35
H -2.59259 -3.43826 -2.00868 0.1 0.5 0.0 0.43
H -0.76029 -2.15173 -3.98142 0.0 -0.3 -0.2 0.36
H -2.21428 -2.78891 -4.62650 -0.4 0.1 0.1 0.54
H 0.08219 -4.12977 -4.56612 -0.2 -0.1 -0.4 0.12
H -1.51244 -4.91348 -4.74909 0.3 0.5 0.6 0.43
H -0.65795 -4.49420 -2.00948 -0.1 -0.3 0.6 0.23
H -0.30156 -6.64651 -4.56811 -0.9 -0.1 -1.1 0.60
H 1.16635 -7.46246 -4.14276 -0.7 0.5 0.5 1.07
H 0.49506 -5.92746 -0.75440 -0.3 0.5 0.1 0.16
H 1.07510 -7.42393 -1.35858 -0.4 0.9 -0.7 0.54
C 2.57143 5.65668 -0.58297 1.5 -0.5 1.5 -0.64
C 1.37639 5.45713 0.34269 -0.3 -0.2 0.3 -0.42
N 0.13214 5.48533 -0.41376 0.0 -0.2 0.5 -0.08
C -0.42673 4.39136 -0.92628 -1.1 -2.1 -1.3 -0.51
S 0.32139 2.85634 -0.93283 -0.3 1.2 -0.2 0.24
N -1.69860 4.57225 -1.45961 0.5 -0.7 0.2 -0.13
C -2.42769 3.61662 -2.31515 1.8 -0.3 0.4 -0.04
C -1.98028 3.80778 -3.77549 -0.3 0.2 -0.1 -1.07
H 3.45914 5.71380 0.12123 -0.7 0.1 -0.9 0.31
H 2.52075 6.60403 -1.14960 -0.1 -0.6 0.1 0.33
H 2.77438 4.76044 -1.19552 -0.4 0.6 0.0 -0.04
H 1.32777 6.30042 1.05543 0.0 -0.4 -0.2 0.43
H 1.38636 4.48125 0.92768 0.3 1.2 -0.9 0.14
H -0.42267 6.30874 -0.43996 -0.1 0.7 0.1 0.21
H -2.18143 5.42500 -1.28587 -0.1 0.5 0.2 0.21
H -3.47018 3.75626 -2.17092 -1.0 0.4 0.1 0.54
H -2.24275 2.57996 -1.92325 0.2 1.0 -0.5 -0.34
H -2.17574 2.89682 -4.31914 0.3 -0.5 -0.3 0.33
H -0.91086 4.06345 -3.78404 -0.3 -0.4 -0.1 0.25
H -2.52363 4.57918 -4.36622 0.2 -0.1 0.8 0.33
C 2.59209 -0.81118 -2.60519 -0.7 1.9 -1.1 -1.23
C 3.29532 0.56914 -2.41681 1.6 -1.1 2.1 0.85
C 2.93234 1.76767 -3.28831 1.1 -0.4 -0.8 -1.18
C 3.29841 0.87645 -0.88075 1.7 1.3 0.1 0.54
C 4.18557 1.87706 -0.38534 -0.8 -0.9 0.4 -0.92
C 4.39827 2.04416 1.00306 0.1 0.4 0.1 -0.97
C 4.12297 0.94235 1.85288 0.4 0.9 -0.8 -1.31
C 3.51956 -0.15592 1.28526 -0.2 -0.4 0.5 -0.08
C 3.90402 -1.56505 1.69183 -1.1 -0.8 0.0 0.16
C 2.83161 -2.24213 2.50179 -0.3 -0.7 1.1 -1.12
C 4.27033 -2.48597 0.48516 -1.4 0.5 -0.2 -1.27
C 2.58813 0.19669 0.20249 -1.4 0.6 -0.4 0.06
N 1.27020 0.15522 0.32714 3.0 -0.3 -0.9 0.46
H 2.69291 -1.12265 -3.65531 -0.3 0.0 0.1 0.56
H 1.51682 -0.64120 -2.34436 0.8 -0.5 -0.2 -0.13
H 3.04584 -1.57068 -1.99158 0.0 -0.1 0.4 0.18
H 4.39968 0.40105 -2.64421 -1.2 -0.2 0.3 0.48
H 2.57020 2.60627 -2.72609 -0.3 0.3 0.4 0.04
H 2.20653 1.48859 -4.04034 -0.3 0.1 -0.4 0.36
H 3.89112 2.07751 -3.78918 -1.1 0.0 0.1 0.29
H 4.74701 2.50428 -1.07234 -0.2 0.1 -0.2 0.39
H 4.93270 2.90752 1.41231 -0.2 -0.2 -0.3 0.35
H 4.40762 0.99349 2.90821 0.5 -0.5 -0.3 0.49
H 4.75845 -1.52388 2.36071 0.5 0.3 -0.2 0.43
H 1.85668 -2.18539 2.01371 0.0 0.1 0.2 0.00
H 2.81421 -1.82471 3.52667 -0.5 0.1 -0.5 0.24
H 3.06459 -3.30089 2.68198 0.0 0.0 -0.2 0.50
H 3.33572 -2.74017 -0.12649 1.1 0.2 1.0 -0.08
H 4.73952 -3.43351 0.82403 -0.1 0.6 -0.3 0.50
H 4.88042 -1.87271 -0.16679 0.6 -0.3 -0.3 0.39
Se -1.20341 -3.67447 5.29182 -0.3 -0.1 0.8 -0.39
C -1.95766 -3.64722 6.99454 -0.1 0.2 0.3 0.16
N -2.43090 -3.58618 8.06557 0.4 -0.1 -1.0 -0.72
C -5.86568 -0.89836 1.69299 -2.2 0.3 -0.3 -0.32
C -4.73819 -1.65354 1.99356 1.9 0.1 -0.1 -1.13
C -3.47968 -1.01723 2.03624 0.4 -0.6 0.4 0.15
C -3.32515 0.41481 1.81143 -1.4 -1.6 -0.7 0.23
C -2.04242 0.99140 1.52494 -1.5 0.4 0.5 1.23
C -2.06685 2.35441 1.40080 2.1 0.3 0.0 -0.23
C -3.19908 3.12343 1.49176 -1.9 1.7 0.8 -0.63
C -4.48431 2.56481 1.52892 1.9 -0.5 -0.1 -1.40
C -4.57510 1.13531 1.63809 1.5 1.2 -0.3 0.86
C -5.79628 0.46535 1.51218 -0.3 -0.5 0.3 -0.74
H -6.89689 -1.36649 1.61305 1.5 0.4 0.1 0.25
H -4.82341 -2.74250 2.10072 0.2 0.6 0.2 0.43
H -2.54326 -1.62993 2.30107 -1.5 0.9 -0.6 0.34
H -1.10483 2.89746 1.22340 -0.9 -0.5 0.2 0.24
H -3.00643 4.22071 1.65019 -0.7 -0.9 -0.6 0.23
H -5.35494 3.16802 1.40256 -0.6 0.3 0.2 0.37
H -6.68133 1.05826 1.27044 0.1 -0.2 0.2 0.36
C -1.57143 0.13873 5.26499 0.9 0.0 0.7 -0.58
N -0.64977 1.22231 4.88921 -0.2 -1.1 -1.1 -0.14
C 0.22167 0.95038 3.87914 -0.1 -1.5 -0.8 0.35
N 1.34920 1.66850 3.81717 1.2 0.3 -1.2 -0.37
O 0.10434 -0.03490 3.06720 -0.2 1.5 2.3 -0.01
H -2.27034 -0.08627 4.48189 0.1 -0.5 -0.6 0.03
H -2.17654 0.51675 6.05587 -0.4 0.3 0.9 0.35
H -0.98283 -0.73298 5.66522 -0.9 0.6 -0.8 0.22
H -0.66354 2.09626 5.39018 0.4 -0.3 -0.2 0.19
H 1.41104 2.59742 4.17806 0.0 0.2 0.3 0.18
H 2.00475 1.41617 3.05551 -0.6 0.3 0.4 -0.05
```
Forces are in eV/Å.

As for the spin multiplicity: 3. As for the expectation value of S²: 2.01. Its total charge is -2. As for the orbital gap (spin up / spin down): 2.53 / 4.53 eV. The value obtained for the largest force on an atom is 3.14 eV Å⁻¹. The total energy is -158580.125 eV.


Which value of largest force on an atom does entry 1 give? 5.68 eV Å⁻¹


Which of these has the highest total charge? CH3O4


The lowest total charge belongs to which entry? C36H56N10O3SSeTi


Among the records above, which one has the lowest total charge? C36H56N10O3SSeTi